Entry 1:
Below is an isolated molecule of C20H24ClN3O3S, with properties calculated with ωB97M-V/def2-TZVPD.

The max |F| is 0.15 eV/Å. The value obtained for the calculated total energy is -55100.9465 eV.

Geometry as XYZ:
```
52
Properties=species:S:1:pos:R:3:lowdin_charge:R:1
C -3.0422 -0.1341 6.4555 -0.1136
O -3.4412 -0.2351 5.1074 -0.1750
C -3.6933 1.0339 4.5396 -0.1991
C -4.0340 0.8610 3.0946 -0.2867
C -5.2060 1.2600 2.5173 -0.3500
S -5.2740 0.9271 0.8482 1.0976
C -3.7061 0.2198 0.8914 -0.4428
C -3.1038 -0.3179 -0.3300 -0.4798
O -3.6340 -0.2322 -1.4124 0.1024
N -1.8204 -0.9411 -0.1338 -0.0487
C -1.9780 -2.3917 -0.3226 -0.1649
C -0.6806 -3.0963 0.0229 -0.1703
C 0.4408 -2.5644 -0.8560 -0.1395
C 0.5326 -1.0454 -0.7601 -0.2740
N 1.5454 -0.5422 -1.6692 0.1060
C 2.6999 0.0340 -1.2492 -0.4353
O 2.9561 0.2305 -0.0738 0.0644
C 3.6526 0.4474 -2.3369 -0.1354
C 3.6992 -0.1689 -3.5847 -0.0462
C 4.6190 0.2678 -4.5224 -0.1027
C 5.4746 1.3111 -4.2202 -0.5954
Cl 6.6254 1.8405 -5.4129 0.6893
C 5.4522 1.9421 -2.9735 -0.3328
N 6.2765 3.0145 -2.6872 0.0953
C 4.5255 1.4792 -2.0400 0.0345
C -0.8127 -0.3671 -1.0432 -0.3032
C -0.7203 1.1359 -0.8254 -0.0166
C -3.1701 0.2539 2.1483 -0.0362
H -2.8628 -1.1431 6.8189 0.0881
H -2.1214 0.4528 6.5547 0.0882
H -3.8221 0.3336 7.0677 0.0877
H -4.5168 1.5339 5.0658 0.1270
H -2.8015 1.6678 4.6465 0.1317
H -6.0377 1.7402 3.0101 0.0795
H -2.7881 -2.7303 0.3269 0.1313
H -2.2683 -2.6148 -1.3603 0.1305
H -0.4480 -2.9197 1.0762 0.1197
H -0.7976 -4.1729 -0.1133 0.1140
H 1.4045 -2.9982 -0.5833 0.1210
H 0.2460 -2.8394 -1.9000 0.1212
H 0.8543 -0.7573 0.2423 0.1537
H 1.3725 -0.6088 -2.6582 0.1343
H 3.0629 -1.0107 -3.8241 0.1073
H 4.6883 -0.2032 -5.4932 0.1059
H 6.4318 3.1943 -1.7095 0.0955
H 7.1016 3.1046 -3.2571 0.0524
H 4.4789 1.9253 -1.0542 0.1264
H -1.0951 -0.5742 -2.0898 0.1540
H 0.0786 1.5579 -1.4335 0.0812
H -1.6481 1.6379 -1.0998 0.0826
H -0.5030 1.3463 0.2233 0.0950
H -2.1916 -0.1442 2.3723 0.1302
```

Entry 2:
Below is an isolated molecule of C20H24FN3O3, with properties calculated with ωB97M-V/def2-TZVPD.

The max |F| is 1.29 eV/Å. The value obtained for the calculated total energy is -34460.1543 eV.

Geometry as XYZ:
```
51
Properties=species:S:1:pos:R:3:lowdin_charge:R:1
C -5.7016 -1.6986 -1.9476 -0.0952
H -4.7176 -2.1552 -1.8652 0.0687
H -6.4024 -2.4492 -2.3038 0.0691
H -5.6507 -0.8966 -2.6801 0.0786
C -6.1589 -1.1510 -0.5951 -0.1912
C -5.2132 -0.1184 -0.0943 -0.3179
N -5.5319 1.1470 -0.0356 0.1059
O -4.4559 1.8221 0.4355 0.0103
C -3.4609 0.9532 0.6763 -0.2390
C -3.8779 -0.3054 0.3535 0.0478
H -3.3308 -1.2206 0.4348 0.1151
C -2.1661 1.4758 1.2034 -0.0813
N -1.0360 0.8063 0.6008 0.0911
C -0.2840 -0.0835 1.2876 -0.4683
O -0.4629 -0.3266 2.4618 0.0784
C 0.8139 -0.7451 0.4669 -0.2016
H 0.9872 -0.1744 -0.4481 0.1174
C 0.4233 -2.1882 0.1088 -0.1181
H -0.0700 -2.1985 -0.8643 0.1187
C 1.6481 -3.1142 0.0835 -0.0730
C 2.9453 -2.4189 -0.2825 -0.4615
O 3.7378 -2.8572 -1.0924 0.0619
N 3.1737 -1.2924 0.4349 -0.0481
C 2.1217 -0.7597 1.2664 -0.0909
H 1.9800 -1.3639 2.1703 0.1411
H 2.3854 0.2541 1.5714 0.1303
C 4.4278 -0.5901 0.2887 -0.1316
H 4.6715 -0.1170 1.2425 0.1253
H 5.1861 -1.3416 0.0530 0.1258
C 4.4226 0.4543 -0.8438 -0.1089
C 3.4370 1.5558 -0.5922 -0.2335
C 3.6340 2.4635 0.4450 -0.0518
C 2.6955 3.4392 0.7270 -0.0647
C 1.5297 3.5277 -0.0156 -0.0133
C 1.3532 2.6346 -1.0530 -0.2808
C 2.2854 1.6611 -1.3607 0.0139
H 2.1133 0.9978 -2.1955 0.1325
F 0.2089 2.6847 -1.7787 0.0480
H 0.7779 4.2712 0.1936 0.1174
H 2.8656 4.1336 1.5354 0.1084
H 4.5353 2.4031 1.0370 0.1169
H 4.1904 -0.0575 -1.7780 0.1190
H 5.4304 0.8674 -0.9178 0.1238
H 1.8026 -3.5396 1.0785 0.1296
H 1.4944 -3.9390 -0.6119 0.1222
H -0.2866 -2.5651 0.8481 0.1199
H -0.9006 0.9373 -0.3890 0.1357
H -2.0957 1.2878 2.2810 0.1359
H -2.1156 2.5529 1.0197 0.1344
H -6.2135 -1.9663 0.1300 0.1153
H -7.1452 -0.6968 -0.6904 0.1124
```

Entry 3:
Below is an isolated molecule of C20H24N2O3, with properties calculated with ωB97M-V/def2-TZVPD.

The max |F| is 0.50 eV/Å. The value obtained for the calculated total energy is -30253.4937 eV.

Geometry as XYZ:
```
49
Properties=species:S:1:pos:R:3:lowdin_charge:R:1
C 4.0280 -1.6595 -2.7690 -0.0610
C 3.9659 -0.1628 -2.4792 -0.2466
O 4.8475 0.2315 -1.4467 -0.0486
C 4.5531 -0.0476 -0.1496 -0.2587
C 5.5608 0.2584 0.7699 0.0026
C 5.3796 0.0177 2.1153 -0.0622
C 4.1904 -0.5232 2.5741 -0.0250
C 3.1702 -0.8015 1.6747 -0.1364
C 3.3516 -0.5725 0.3122 0.0241
H 2.5680 -0.8433 -0.3797 0.1074
C 1.9060 -1.3901 2.2100 -0.4138
O 1.8976 -2.1725 3.1355 0.0881
N 0.7853 -0.9361 1.5675 0.1339
C -0.5519 -1.2792 1.7807 -0.2052
C -1.5206 -0.5874 1.0561 0.0239
C -2.8654 -0.8990 1.2006 -0.1352
C -3.2439 -1.9190 2.0672 -0.0222
C -2.2836 -2.5931 2.7986 -0.0560
C -0.9426 -2.2814 2.6652 -0.0018
H -0.1948 -2.8095 3.2321 0.1004
H -2.5780 -3.3777 3.4789 0.1082
H -4.2905 -2.1658 2.1527 0.1173
C -3.9293 -0.2013 0.4155 -0.4596
O -4.9040 -0.7805 -0.0214 0.0716
N -3.7245 1.1272 0.2522 0.0700
H -2.9275 1.5633 0.6850 0.1299
C -4.6152 1.9649 -0.5128 -0.1628
H -4.9300 2.8162 0.1007 0.1238
H -5.4886 1.3496 -0.7419 0.1219
C -3.9839 2.4728 -1.8195 -0.4124
C -3.5864 1.3022 -2.7142 -0.0712
H -3.1979 1.6623 -3.6641 0.0758
H -2.8192 0.6975 -2.2349 0.0723
H -4.4441 0.6636 -2.9080 0.0818
C -2.7848 3.3787 -1.5432 -0.0813
H -1.9690 2.8169 -1.0925 0.0663
H -3.0598 4.1907 -0.8731 0.0756
H -2.4190 3.8117 -2.4712 0.0765
H -4.7509 3.0629 -2.3322 0.1335
H -1.2075 0.1746 0.3529 0.1121
H 0.9301 -0.2183 0.8708 0.1330
H 4.0359 -0.7326 3.6207 0.1172
H 6.1720 0.2473 2.8112 0.1078
H 6.4815 0.6745 0.3929 0.1191
H 2.9383 0.1516 -2.2558 0.1146
H 4.3098 0.3979 -3.3529 0.1238
H 3.3723 -1.8989 -3.6016 0.0782
H 3.7239 -2.2403 -1.9014 0.0688
H 5.0454 -1.9407 -3.0281 0.0807
```

Entry 4:
Below is a structure of composition C20H24N2PSbSe2Te2Zn, with properties calculated with ωB97M-V/def2-TZVPD.

The max |F| is 0.32 eV/Å. The value obtained for the calculated total energy is -233636.1176 eV.

Geometry as XYZ:
```
53
Properties=species:S:1:pos:R:3:lowdin_charge:R:1
Zn -2.1635 0.0555 0.4340 -0.1062
Se -3.6995 1.8958 0.8855 -0.1831
Te -5.5188 0.3605 1.6965 0.1399
Te -4.0275 -1.1054 3.3987 0.1422
Se -2.3836 -1.9945 1.7186 -0.1858
N -0.4223 -0.8048 -2.2840 -0.1135
P 0.2179 -0.4745 -0.7314 1.0043
C 1.2519 -1.9541 -0.4756 -0.3380
C 0.6145 -3.0858 0.0401 -0.1076
C 1.3107 -4.2784 0.1891 -0.0673
C 2.6515 -4.3469 -0.1688 -0.0789
C 3.2916 -3.2241 -0.6779 -0.0783
C 2.5966 -2.0301 -0.8322 -0.0854
C 1.4421 0.8340 -1.0521 -0.3732
C 2.3573 1.1387 -0.0401 -0.1352
C 3.2921 2.1485 -0.2143 -0.0815
C 3.3144 2.8751 -1.3992 -0.0790
C 2.4018 2.5863 -2.4034 -0.0756
C 1.4695 1.5667 -2.2325 -0.0835
C -1.7661 -0.7458 -2.6104 -0.3628
C -2.1948 -1.1030 -3.8920 -0.0162
C -3.5358 -1.0253 -4.1854 -0.0581
C -4.4337 -0.5968 -3.2113 -0.0537
C -3.9317 -0.2616 -1.9770 -0.1403
N -2.6214 -0.3360 -1.6731 0.0140
H 0.1771 -1.2061 -2.9838 0.1125
H -0.4277 -3.0364 0.3318 -0.0012
H 0.8044 -5.1480 0.5946 0.1106
H 3.2000 -5.2745 -0.0466 0.1056
H 4.3368 -3.2756 -0.9582 0.1044
H 3.1085 -1.1632 -1.2336 0.1015
H 2.3512 0.5677 0.8829 0.0910
H 4.0000 2.3735 0.5757 0.1103
H 4.0411 3.6680 -1.5367 0.1058
H 2.4122 3.1567 -3.3248 0.1052
H 0.7506 1.3565 -3.0155 0.0972
H -1.4717 -1.4320 -4.6289 0.1125
H -3.8856 -1.2962 -5.1751 0.1129
H -5.4940 -0.5217 -3.4054 0.1089
H -4.5742 0.0859 -1.1772 0.0111
C 0.8359 3.3736 2.7290 -0.3329
Sb -0.3050 1.5582 2.5861 1.2004
C -1.6168 2.0369 4.1956 -0.3452
C 1.0140 0.3318 3.7584 -0.3295
H 1.2461 3.4748 3.7399 0.0060
H 0.1745 4.2211 2.5203 0.0037
H 1.6495 3.3761 1.9977 -0.0234
H -1.0405 2.4506 5.0262 0.0082
H -2.1357 1.1325 4.5076 -0.0565
H -2.3572 2.7567 3.8482 -0.0079
H 1.4212 0.9147 4.5891 0.0048
H 1.8365 -0.0645 3.1548 -0.0150
H 0.4359 -0.5112 4.1463 0.0016
```

What did we get for ΔE to the lowest compared entry with this formula, charge and spin? Answer: 4.7; 35.1; 20.4; 4.3 kcal per mole, in the order shown.